Below is one molecule with the formula C3H7NO2S, with properties calculated with ωB97M-V/def2-TZVPD.

Results
SMILES string: N[C@@H](CS)C(=O)O
ΔE to the lowest compared entry with this formula, charge and spin: 0.505 eV
Kohn-Sham gap: 9.611 eV
HOMO level: -9.10 eV

Last column: Mulliken charge in e.
Geometry (Å):
C 0.002569 0.014368 -0.369247  0.37
C -1.347216 -0.640833 -0.134067  0.35
C 1.129755 -0.688418 0.417812  -0.80
H -0.632855 1.943899 -0.614358  0.28
H -0.283977 1.658063 0.867945  0.26
H 0.225361 -0.175698 -1.419002  0.29
H 1.080488 -0.307985 1.443438  0.37
H 0.981012 -1.774421 0.425409  0.34
H 3.043870 0.824505 -0.078119  0.13
H -3.164488 -0.226821 -0.045953  0.36
N 0.043540 1.452135 -0.056382  -0.68
O -1.545208 -1.833599 -0.161426  -0.58
O -2.312469 0.248991 -0.055071  -0.43
S 2.779622 -0.494190 -0.220979  -0.25

Force components x, y, z for each atom (eV/Å):
0.69 0.31 0.91
0.79 -1.31 -0.68
-0.87 0.31 0.45
-0.05 0.15 -0.57
0.09 -0.37 0.77
-0.12 0.37 -0.21
0.05 -0.30 -0.01
-0.08 0.26 0.04
-0.52 -0.25 0.12
0.31 0.08 0.07
0.22 -0.32 -0.90
0.09 0.36 0.25
-1.44 0.67 0.21
0.83 0.05 -0.47